# C26H31AsBrN5O4RbS

C26H31AsBrN5O4RbS as an isolated structure (ωB97M-V/def2-TZVPD, the OMol25 dataset).

```
70
Properties=species:S:1:pos:R:3:forces:R:3
Rb 1.77230 -1.08617 -0.80775 0.3 0.0 -0.4
O -2.53546 1.07301 -2.36123 0.0 0.0 -0.1
C -2.30959 2.33151 -2.60098 -0.1 0.2 0.1
C -3.30515 3.16643 -3.16800 0.0 -0.1 0.0
C -3.08681 4.50842 -3.40492 0.0 0.0 0.0
C -1.86196 5.09804 -3.09600 0.0 0.0 0.0
C -0.87007 4.30039 -2.54490 0.0 0.0 0.0
C -1.06276 2.95004 -2.29739 0.0 -0.1 0.0
C 0.06858 2.13801 -1.69786 0.0 0.0 0.1
O -0.12732 0.75777 -1.89752 0.2 0.1 -0.1
N 0.20540 2.43344 -0.27357 0.0 -0.1 0.1
N 1.38060 1.97769 0.24402 -0.1 0.2 -0.2
C 1.39197 1.62194 1.46376 -0.1 -0.1 0.1
C 2.61043 1.15447 2.11044 0.0 -0.1 -0.1
Br 4.09242 0.81842 0.95801 0.0 0.1 0.1
C 2.72973 0.82696 3.39511 0.0 -0.1 0.1
C 1.67893 1.00310 4.41306 0.0 0.0 0.1
C 1.42507 -0.03518 5.31215 0.0 0.0 -0.1
C 0.44059 0.08770 6.27816 0.0 0.0 0.0
C -0.30159 1.25796 6.37482 0.0 0.0 0.0
C -0.04490 2.30369 5.50105 0.0 0.0 0.0
C 0.93966 2.17901 4.53146 0.0 0.0 0.0
H -1.14189 0.69773 -2.03558 -0.1 -0.2 0.0
H -4.25851 2.70503 -3.40040 0.0 0.0 0.0
H -3.88153 5.10829 -3.83640 0.0 0.0 0.0
H -1.68862 6.15086 -3.27851 0.0 0.0 0.0
H 0.09247 4.73479 -2.29009 0.0 0.0 0.0
H 1.02892 2.42332 -2.13710 0.0 0.0 0.0
H -0.61594 2.11292 0.24522 0.1 0.0 0.0
H 0.47884 1.57654 2.05624 0.0 0.0 0.0
H 3.63691 0.32880 3.71486 0.0 0.0 0.0
H 1.99357 -0.95358 5.22587 0.0 0.0 0.0
H 0.24690 -0.73447 6.95571 0.0 0.0 0.0
H -1.07359 1.35422 7.12753 0.0 0.0 0.0
H -0.61161 3.22332 5.57319 0.0 0.0 0.0
H 1.14745 3.00670 3.86521 0.0 0.0 0.0
C -2.09083 -2.19162 3.73250 0.0 0.0 0.0
N -0.77078 -2.41610 3.18433 0.1 0.0 0.0
C -0.02746 -3.51313 3.50639 0.0 0.0 0.0
C 1.17468 -3.73820 2.95444 0.0 0.0 0.0
C 1.68857 -2.77732 1.97418 0.0 0.0 0.1
O 2.77369 -2.95944 1.39619 -0.1 0.0 0.0
N 0.93135 -1.67795 1.71065 0.0 -0.1 0.2
C -0.28334 -1.48665 2.23965 -0.1 0.1 0.1
O -1.02212 -0.53689 1.95635 0.0 0.1 0.0
H -2.23801 -2.85236 4.58706 0.0 0.0 0.0
H -2.86684 -2.38262 2.98896 0.0 0.0 0.0
H -2.18682 -1.15505 4.04898 0.0 0.0 0.0
H -0.47461 -4.18226 4.23245 0.0 0.0 0.0
H 1.76165 -4.60742 3.20849 0.0 0.0 0.0
C -1.03518 -0.66572 -4.49889 0.0 0.0 0.0
As -1.09264 -2.23440 -3.38610 0.0 0.1 0.1
C -1.86157 -1.81769 -1.66358 -0.1 -0.2 0.0
C -2.49113 -3.30856 -4.18471 0.0 0.0 0.0
S 0.73003 -3.26386 -3.29351 0.0 -0.1 -0.1
H -1.90341 -0.04329 -4.27911 0.0 0.0 0.0
H -1.01284 -0.99141 -5.53845 0.0 0.0 0.0
H -0.13201 -0.11390 -4.25159 0.0 0.0 0.0
H -2.64330 -1.06936 -1.79291 0.0 0.0 0.0
H -1.13825 -1.45079 -0.93793 0.0 0.0 -0.1
H -2.27574 -2.75803 -1.29727 0.0 0.0 0.0
H -3.40386 -2.71752 -4.25803 0.0 0.0 0.0
H -2.65711 -4.18544 -3.56196 0.0 0.0 0.0
H -2.16916 -3.62735 -5.17443 0.0 0.0 0.0
C 4.93514 -1.54409 -4.99506 0.0 0.0 0.0
C 4.22823 -0.83381 -3.93880 -0.1 -0.1 0.0
N 3.64371 -0.31735 -3.09985 0.1 0.1 0.1
H 4.58303 -2.57392 -5.02503 0.0 0.0 0.0
H 6.00640 -1.53302 -4.80447 0.0 0.0 0.0
H 4.73708 -1.07454 -5.95664 0.0 0.0 0.0
```
Positions in Å, forces in eV/Å.

Output
* maximum force: 0.00929 hartree/bohr
* energy relative to the best compared isomer or geometry (same formula, charge and spin): 0.0 kJ/mol
* E_HOMO: -4.3 eV
* net charge: -1

---

# C26H31BN8NdS

C26H31BN8NdS as an isolated structure in a non-equilibrium geometry (ωB97M-V/def2-TZVPD, the OMol25 dataset).

```
68
Properties=species:S:1:pos:R:3:forces:R:3
Nd -0.45546 -0.03594 0.09305 -0.5 0.4 1.0
C 0.09098 0.70750 -4.47929 0.0 -0.4 -0.1
C -0.54940 1.23846 -3.34943 0.6 -0.7 -0.6
N -0.75022 0.29431 -2.44940 -0.3 -1.2 0.2
N -0.34520 -0.93153 -3.00616 -0.3 1.2 0.9
C 0.19284 -0.65971 -4.23446 -0.5 0.7 0.8
B -0.86672 -2.29768 -2.32274 0.1 -0.9 -0.7
N -2.32865 -2.19617 -1.72061 0.8 0.9 1.1
C -3.48870 -2.81156 -2.03806 -0.6 0.5 0.8
C -4.50406 -2.27971 -1.21689 0.5 -0.3 -0.7
C -3.85968 -1.32009 -0.42139 -0.3 -0.6 -0.2
N -2.55622 -1.31280 -0.67406 0.5 0.2 -0.7
N 0.18225 -2.96401 -1.24827 -0.9 1.3 0.7
C 0.73855 -4.19646 -1.22641 0.0 0.4 0.6
C 1.16267 -4.45685 0.06666 -0.1 -0.2 0.1
C 0.75750 -3.36106 0.83117 0.3 -0.6 -0.3
N 0.20382 -2.43609 0.06122 -0.3 -0.4 -1.0
H 0.40634 1.25328 -5.36390 -0.1 -0.3 0.2
H -0.89972 2.24580 -3.22732 0.1 0.2 0.4
H 0.61504 -1.41418 -4.86091 0.0 -0.4 -0.1
H -0.96048 -3.08503 -3.20946 0.2 -0.2 -0.1
H -3.54216 -3.60201 -2.77746 0.1 0.3 0.1
H -5.56058 -2.53914 -1.20252 0.5 0.1 -0.1
H -4.32503 -0.65508 0.30699 0.4 -0.3 -0.2
H 0.77171 -4.84442 -2.08700 0.0 0.2 -0.2
H 1.65932 -5.33062 0.45822 -0.1 0.0 -0.2
H 0.81431 -3.32713 1.91003 0.1 0.6 -0.1
C -1.86952 0.48208 2.53570 0.8 0.5 -0.4
C -1.33951 1.75500 2.11964 1.0 -1.3 0.3
C 0.10150 1.69574 2.28248 -1.1 -1.0 -0.1
C 0.44046 0.37142 2.72517 -0.9 0.5 0.1
C -0.77480 -0.36527 2.90365 0.1 0.8 -0.3
C -0.89077 -1.71974 3.54033 -0.3 -0.2 -0.3
C 1.81241 -0.08014 3.11242 0.5 0.4 0.0
C 1.02366 2.86637 2.24319 0.1 0.7 -0.2
C -2.13921 2.94480 1.69720 0.1 0.6 -0.1
C -3.31644 0.15175 2.74621 -0.2 -0.6 -0.1
H -1.43397 -2.40452 2.88053 -0.1 -0.1 0.2
H -1.39372 -1.72597 4.51915 0.1 0.2 -0.3
H 0.08853 -2.15790 3.68320 0.2 -0.1 0.2
H 2.53897 0.22067 2.34376 0.0 -0.1 0.2
H 1.86344 -1.15478 3.21980 0.1 -0.3 -0.1
H 2.16459 0.33850 4.07529 -0.3 0.0 -0.4
H 2.01884 2.58159 1.89214 0.0 0.1 0.1
H 1.13957 3.37791 3.22669 -0.2 -0.5 -0.5
H 0.63958 3.62097 1.53976 0.2 -0.1 0.3
H -1.96373 3.20079 0.63488 -0.1 0.1 0.4
H -1.91052 3.84178 2.30712 0.0 -0.4 -0.4
H -3.20743 2.77850 1.80341 -0.1 -0.1 0.0
H -3.46663 -0.92795 2.53615 -0.2 0.6 0.3
H -3.97532 0.71989 2.08178 0.1 -0.1 0.0
H -3.66740 0.36473 3.77249 0.3 -0.2 -0.3
N 3.23343 -1.64314 -0.63907 -0.3 -0.2 -0.6
C 3.14095 -0.28937 -0.78967 -0.8 0.3 -0.3
N 2.00366 0.40765 -0.63846 1.6 -0.7 -0.3
C 2.24147 1.74751 -0.97808 1.2 -0.1 -0.3
C 1.31256 2.77697 -0.95707 -0.7 0.4 0.0
C 1.71299 4.07693 -1.27249 -0.2 -0.1 -0.4
C 3.03670 4.34793 -1.64194 -0.3 -0.2 0.3
C 3.96839 3.32921 -1.70536 0.5 -0.4 0.2
C 3.58378 2.03167 -1.37622 -1.1 0.7 0.3
S 4.55957 0.60330 -1.33781 -0.8 -0.3 0.4
H 2.40494 -2.14422 -1.00465 0.8 0.2 0.6
H 4.13512 -2.07401 -0.88039 -0.8 0.4 0.2
H 0.24400 2.60511 -0.69021 0.8 0.1 -0.1
H 0.96832 4.87940 -1.31090 0.3 -0.3 0.2
H 3.36136 5.35521 -1.83858 -0.1 0.2 -0.2
H 5.00708 3.53152 -1.97286 -0.3 0.0 0.0
```
Positions in Å, forces in eV/Å.

Output
* maximum force: 0.03467 hartree/bohr
* energy relative to the best compared isomer or geometry (same formula, charge and spin): 0.0 kJ/mol
* 2S+1: 4
* E_HOMO (spin up / spin down): -10.3 / -10.3 eV
* net charge: +1

---

# C26H31FN5O4Os

C26H31FN5O4Os as an isolated structure (ωB97M-V/def2-TZVPD, the OMol25 dataset).

```
68
Properties=species:S:1:pos:R:3:forces:R:3
Os 2.31167 -0.18663 -2.17740 0.0 -0.1 -0.3
N 6.01289 -0.39986 -0.15824 0.0 0.0 0.0
C 4.91671 -0.56721 -0.86326 0.0 0.0 0.0
O 4.13363 0.41122 -1.05538 0.0 0.0 0.0
C 4.60822 -1.90073 -1.48558 0.0 0.0 0.0
C 3.09699 -2.07045 -1.72002 0.1 0.1 0.0
H 6.23941 0.51160 0.21467 0.0 0.0 0.0
H 6.65441 -1.15952 0.00768 0.0 0.0 0.0
H 5.02640 -2.71324 -0.88918 0.0 0.0 0.0
H 5.14342 -1.91132 -2.44085 0.0 0.0 0.0
H 2.60378 -2.44344 -0.82045 0.0 0.0 0.0
H 2.92567 -2.80363 -2.51073 0.0 0.0 0.0
F -0.61759 -2.38202 3.47089 0.0 0.0 0.0
C -1.07044 -1.38197 2.70297 0.0 0.0 0.0
C -0.32621 -1.02514 1.62444 0.0 0.0 0.0
C -0.77475 -0.01814 0.75174 0.1 0.0 0.0
C -0.03131 0.34815 -0.41425 0.1 -0.1 0.0
O 1.10221 -0.29325 -0.63103 -0.1 0.0 0.0
C -0.54837 1.33874 -1.24021 0.1 0.0 0.0
C -1.75749 1.92319 -0.89523 0.0 0.0 0.0
N -2.45270 1.60762 0.18591 0.0 0.0 0.0
C -3.73897 2.26159 0.42981 0.0 0.0 0.0
C -3.88182 3.71964 0.13613 0.0 0.0 0.0
C -3.85152 3.24585 1.55754 0.0 0.0 0.0
C -1.99690 0.61085 1.04134 0.0 0.0 0.0
C -2.73758 0.23922 2.16832 0.0 0.0 0.0
C -2.31215 -0.76873 3.02164 -0.1 0.0 0.0
N -3.07672 -1.13291 4.12768 0.0 0.0 0.0
C -2.56577 -2.00482 5.19365 0.0 0.0 0.0
C -3.54767 -1.99467 6.37020 0.0 0.0 0.0
N -4.22101 -0.65510 6.44197 0.0 0.0 0.0
C -5.12583 -0.43191 5.24930 0.0 0.0 0.0
C -4.53317 -1.16490 4.04630 0.0 0.0 0.0
C 0.08599 1.88166 -2.49193 -0.1 0.0 -0.1
O -0.45923 2.73336 -3.13107 0.1 0.0 0.0
O 1.26343 1.36348 -2.82503 0.1 0.0 0.2
H 0.59899 -1.54814 1.43109 0.0 0.0 0.0
H -2.16766 2.68516 -1.54432 0.0 0.0 0.0
H -4.56963 1.60214 0.21366 0.0 0.0 0.0
H -4.82054 4.03996 -0.29087 0.0 0.0 0.0
H -3.01680 4.26590 -0.21405 0.0 0.0 0.0
H -4.77082 3.25259 2.12632 0.0 0.0 0.0
H -2.95246 3.45727 2.12139 0.0 0.0 0.0
H -3.64997 0.77241 2.38321 0.0 0.0 0.0
H -1.59567 -1.63775 5.52148 0.0 0.0 0.0
H -2.44354 -3.04207 4.87566 0.0 0.0 0.0
H -3.03276 -2.17796 7.31011 0.0 0.0 0.0
H -4.33997 -2.73266 6.26368 0.0 0.0 0.0
H -3.50709 0.07491 6.46435 0.0 0.0 0.0
H -4.75486 -0.56966 7.30881 0.0 0.0 0.0
H -5.18413 0.64315 5.09400 0.0 0.0 0.0
H -6.11348 -0.80933 5.50599 0.0 0.0 0.0
H -4.88980 -0.70155 3.13259 0.0 0.0 0.0
H -4.87930 -2.20275 4.02061 0.0 0.0 0.0
C 5.05397 0.36356 -7.87200 0.0 0.0 0.0
C 4.47275 0.19110 -6.50888 0.0 0.0 0.0
C 4.85567 0.99770 -5.43565 0.0 0.0 0.0
C 4.28422 0.82210 -4.19939 0.0 0.0 0.0
N 3.35425 -0.13041 -3.97633 -0.1 -0.1 0.1
C 2.96869 -0.92130 -5.00527 0.1 0.0 0.0
C 3.50350 -0.78754 -6.25862 0.0 0.0 0.0
H 5.84261 1.11111 -7.88556 0.0 0.0 0.0
H 4.27121 0.67088 -8.56888 0.0 0.0 0.0
H 5.45448 -0.58237 -8.23870 0.0 0.0 0.0
H 5.59715 1.77391 -5.56545 0.0 0.0 0.0
H 4.55269 1.44664 -3.35796 0.0 0.0 0.0
H 2.21645 -1.67024 -4.79423 0.0 0.0 0.0
H 3.16419 -1.44337 -7.04909 0.0 0.0 0.0
```
Positions in Å, forces in eV/Å.

Output
* maximum force: 0.00585 hartree/bohr
* energy relative to the best compared isomer or geometry (same formula, charge and spin): 0.0 kJ/mol
* 2S+1: 5
* E_HOMO (spin up / spin down): -16.1 / -16.1 eV
* net charge: +3

---

> Among the records above, which one has the lowest maximum force?

C26H31FN5O4Os

---

> Which formula does entry 2 have?

C26H31BN8NdS